# 1
Entry from the OMol25 dataset: the molecule CH5NO2S2 (wB97M-V/def2-TZVPD).

Structure (XYZ):
```
11
Properties=species:S:1:pos:R:3:forces:R:3
N -1.78278 0.36852 -0.31351 1.8 -3.7 -2.1
C -0.79053 -0.56622 -0.63123 0.3 -1.6 3.6
S 1.03726 0.18058 -0.14174 2.2 -0.4 0.7
O 0.74647 1.57548 -0.39769 0.8 0.2 -0.1
O 0.85878 -0.13493 1.44941 0.1 0.2 0.5
S 3.24937 -0.66955 -0.23110 -3.0 1.1 -0.3
H -1.86975 1.04578 -1.00534 -0.4 2.0 -0.4
H -1.69896 0.48484 0.63682 -0.6 1.7 2.3
H -0.71915 -1.34385 0.24828 -0.4 0.9 -2.3
H -0.70507 -0.91584 -1.63477 0.0 -0.2 -0.5
H 1.67437 -0.02480 2.02087 -0.8 -0.1 -1.5
```
Forces are in eV/Å.

Output
E_HOMO: -8.697 eV
LUMO energy: -1.093 eV
Net charge: 0
Relative energy (zero: lowest compared OMol25 entry of this formula, charge and spin): 375.5 kJ/mol
Strongest force on any atom: 4.60 eV/Å
Multiplicity: 1
Electronic energy: -1042.594521 Eh
Gap between HOMO and LUMO: 7.60 eV

# 2
Entry from the OMol25 dataset: a structure of composition C24H31F4IrN8O6 (wB97M-V/def2-TZVPD).

Structure (XYZ):
```
74
Properties=species:S:1:pos:R:3:forces:R:3
Ir -0.18792 0.71418 -0.52070 0.4 1.0 0.6
O -1.19206 3.68088 -3.06992 0.1 0.3 0.3
C -0.81109 3.20510 -2.03811 -0.3 -0.6 -0.2
O -1.01647 1.89415 -1.81789 -0.1 0.3 -0.5
C -0.11076 3.95045 -0.93038 0.1 0.0 -0.1
C -0.64276 3.53667 0.44415 -0.1 0.2 0.0
C -0.17257 4.51070 1.51323 0.0 0.0 0.0
C 1.33778 4.18108 1.60294 0.0 0.0 0.0
C 1.48810 3.04616 0.59807 0.1 0.1 0.0
O 0.18872 2.35374 0.74868 0.0 0.4 0.1
C 1.40506 3.53958 -0.84529 -0.2 -0.1 -0.1
C 1.78152 2.41626 -1.81420 0.1 -0.5 0.0
O 2.34606 2.59406 -2.85494 0.0 0.2 0.2
O 1.52288 1.17330 -1.36720 0.1 -0.2 -0.6
H -0.25475 5.01349 -1.10862 0.1 0.0 0.0
H -1.68800 3.25143 0.46829 0.0 -0.1 0.0
H -0.67854 4.32707 2.45924 0.0 0.0 0.0
H -0.36613 5.53924 1.21732 0.0 0.0 0.0
H 1.61112 3.85401 2.60474 0.0 0.0 0.0
H 1.97532 5.02182 1.33553 0.0 0.0 0.0
H 2.30846 2.36036 0.78191 -0.1 -0.1 0.0
H 2.07758 4.36478 -1.06601 -0.1 0.1 0.1
C 3.19134 0.17414 4.06891 -0.1 0.0 0.0
N 2.74126 -0.03185 2.70432 0.1 0.1 0.0
C 3.48430 -0.73636 1.68165 0.0 0.0 0.0
C 2.47138 -0.79009 0.54951 0.0 0.1 -0.1
O 2.63765 -1.36396 -0.48898 0.0 0.0 0.0
N 1.31911 -0.09732 0.95235 0.2 -0.2 -0.6
C 1.52892 0.26225 2.22883 -0.4 -0.1 0.2
N 0.58326 0.79434 3.00546 0.0 0.1 -0.1
H 4.26603 0.01895 4.10235 0.0 0.0 0.0
H 2.71455 -0.52317 4.76059 0.0 0.0 0.0
H 2.99685 1.19804 4.39198 0.0 0.0 0.0
H 3.76435 -1.74309 1.99502 0.0 0.0 0.0
H 4.38047 -0.19914 1.36599 0.0 0.0 0.0
H -0.24807 1.14827 2.55926 0.0 -0.1 0.0
H 0.80798 1.13445 3.92398 0.0 -0.1 0.0
F -2.96977 -3.59240 4.98578 0.0 0.0 0.0
C -2.21808 -4.16598 4.03889 0.0 0.0 -0.1
F -2.92401 -5.17089 3.50428 0.0 0.0 0.0
F -1.13788 -4.69523 4.63115 0.0 0.0 0.0
C -1.81964 -3.17007 2.97495 0.0 0.0 0.1
C -2.61765 -2.08212 2.69013 -0.1 0.0 0.0
C -2.21662 -1.20447 1.69112 0.1 -0.1 -0.1
N -1.08407 -1.35446 1.00024 -0.2 -0.5 0.4
C -0.32390 -2.42092 1.28869 -0.1 0.1 0.0
C -0.65144 -3.35300 2.25205 0.0 -0.1 0.0
H -3.53846 -1.90463 3.22779 0.0 0.0 0.0
H -2.81610 -0.34727 1.42490 0.0 0.0 0.0
H 0.59193 -2.53217 0.72603 0.0 0.0 0.0
H -0.00453 -4.19991 2.43427 0.0 0.0 0.0
F -2.01827 0.98093 0.19745 0.2 -0.3 0.1
C 0.16306 -1.93604 -2.04903 -0.2 -0.1 0.0
N -0.59471 -0.62552 -2.08998 0.0 -0.1 -0.1
C -2.07881 -0.94552 -2.06448 0.0 0.0 -0.2
N -2.44303 -1.83739 -3.13708 0.1 0.0 0.0
C -1.67585 -3.07920 -3.01235 0.0 0.0 0.0
N -0.23620 -2.83023 -3.10586 -0.1 0.0 0.1
C 0.04875 -2.21076 -4.39780 0.0 0.0 0.0
N -0.68072 -0.95618 -4.53055 0.0 0.0 0.0
C -0.29267 -0.03725 -3.50006 0.2 -0.1 0.1
C -2.11534 -1.22020 -4.42686 0.0 0.0 0.0
H -0.06426 -2.40768 -1.10101 0.0 0.0 0.0
H 1.21973 -1.70743 -2.10746 0.1 0.0 0.0
H -2.61080 0.00073 -2.14451 0.0 0.0 0.0
H -2.30150 -1.41245 -1.10911 0.0 0.0 0.0
H -1.96900 -3.75971 -3.81095 0.0 0.0 0.0
H -1.90258 -3.54582 -2.05134 0.0 0.0 0.0
H -0.25514 -2.89210 -5.19211 0.0 0.0 0.0
H 1.11917 -2.02016 -4.48204 0.0 0.0 0.0
H -0.84304 0.88366 -3.61093 -0.1 0.0 0.0
H 0.77803 0.15962 -3.53055 0.0 0.0 0.0
H -2.41292 -1.89778 -5.22633 0.0 0.0 0.0
H -2.66464 -0.28400 -4.52938 0.0 0.0 0.0
```
Forces are in eV/Å.

Output
E_HOMO (spin up / spin down): -11.288 / -11.290 eV
LUMO energy (spin up / spin down): -2.891 / -5.013 eV
Net charge: +1
Relative energy (zero: lowest compared OMol25 entry of this formula, charge and spin): 150.2 kJ/mol
Strongest force on any atom: 1.27 eV/Å
Multiplicity: 2
Electronic energy: -2326.262961 Eh
Gap between HOMO and LUMO (spin up / spin down): 8.40 / 6.28 eV

# 3
Entry from the OMol25 dataset: a cluster of 2 separate species, C11H13ClO3 in total (wB97M-V/def2-TZVPD).

Structure (XYZ):
```
28
Properties=species:S:1:pos:R:3:forces:R:3
C -4.53095 1.07103 -1.33791 0.1 -2.4 -0.4
C -3.81725 0.08777 -2.09508 1.3 1.0 -0.2
C -4.02115 1.31248 -0.10343 -1.1 2.1 3.4
C -2.54211 -0.31951 -1.71718 0.9 1.0 0.9
C -2.73766 0.97494 0.28977 -0.4 1.1 2.3
C -1.92693 0.23461 -0.52981 0.5 -0.9 -1.1
C -0.53369 0.11144 -0.14662 -2.1 -2.4 -3.8
C 3.29670 1.19346 0.19826 -1.1 2.7 0.5
C 3.01159 -0.13632 0.39496 0.4 -4.7 0.6
C 2.90846 -2.24533 -0.58265 -2.3 -0.1 4.0
C 2.15624 -0.12530 2.68227 3.3 1.4 -0.2
O -0.04235 0.70228 0.77985 2.5 2.3 3.6
O 3.58729 -0.94954 -0.50417 -1.7 -0.4 0.7
O 2.44444 -0.78905 1.44962 1.3 1.3 -2.8
Cl 3.96473 1.84981 -1.20654 -0.3 -0.6 0.8
H -5.56910 1.28973 -1.47683 -0.3 0.2 -0.7
H -4.11050 -0.13764 -3.09693 -0.6 -0.5 -0.4
H -4.71864 1.85692 0.68235 1.6 -0.9 -1.7
H -1.80381 -0.87726 -2.30415 -0.9 -0.2 -0.4
H -2.30865 1.27645 1.29494 -0.8 -0.2 -1.4
H 0.10407 -0.54789 -0.78208 -0.2 -0.1 -0.1
H 2.68942 1.83283 0.83468 0.4 0.5 -0.1
H 1.76217 -2.04385 -0.58731 2.0 -0.4 0.0
H 3.12780 -2.90188 0.38686 -0.3 1.5 -2.2
H 3.16022 -2.75480 -1.44422 1.0 -0.6 -1.8
H 1.70813 -0.84019 3.28480 -1.0 -1.2 1.0
H 1.55550 0.72993 2.50595 -0.8 0.7 -0.1
H 3.18603 0.14487 3.13061 -1.7 -0.2 -0.5
```
Forces are in eV/Å.

Output
E_HOMO (spin up / spin down): -3.653 / -7.752 eV
LUMO energy (spin up / spin down): -0.416 / -3.816 eV
Net charge: 0
Strongest force on any atom: 4.96 eV/Å
Multiplicity: 3
Electronic energy: -1112.590344 Eh
Gap between HOMO and LUMO (spin up / spin down): 3.24 / 3.94 eV

# 4
Entry from the OMol25 dataset: a cluster of 2 separate species, C11H24BClNO4 in total (wB97M-V/def2-TZVPD).

Structure (XYZ):
```
42
Properties=species:S:1:pos:R:3:forces:R:3
C -1.96858 5.95303 0.08218 -0.3 0.5 -0.4
C -3.07439 5.29656 -0.90286 -2.7 0.0 3.2
O -4.20046 5.09199 -0.37015 4.2 0.5 -3.0
O -2.78343 5.03032 -2.26825 0.0 -0.5 2.3
C -2.28437 3.68599 -2.47146 0.2 -1.8 -1.2
C -3.20433 2.53346 -1.82297 -0.3 0.2 -0.3
C -2.82296 1.04726 -2.38460 -0.1 -0.2 0.7
B -2.50197 0.13274 -1.07053 0.2 0.9 -1.2
C -1.12549 -0.73743 -0.85909 0.2 0.8 0.2
C 0.21064 0.10801 -1.09189 2.7 -2.2 -2.5
O 1.19243 -0.40094 -1.69306 -3.7 1.9 2.7
Cl 0.40591 1.86197 -0.56180 -0.7 -1.9 -0.2
H -1.04978 5.29357 0.21646 -1.1 1.0 -0.6
H -1.71262 7.00706 -0.31306 0.0 -1.8 0.4
H -2.40800 6.13071 1.13208 0.3 -0.6 -1.9
H -1.17004 3.55682 -2.19308 -1.8 0.4 -0.1
H -2.31964 3.50406 -3.61212 0.0 0.6 1.8
H -3.14192 2.52316 -0.68072 -0.1 0.3 -1.5
H -4.29878 2.75765 -2.11393 1.8 -0.2 0.6
H -3.78649 0.60305 -2.83682 1.5 0.6 0.4
H -1.98473 1.05996 -3.15760 -1.2 0.1 0.8
H -3.34079 0.14504 -0.21891 0.2 -0.3 0.0
H -1.15916 -1.59158 -1.63681 0.4 1.2 1.3
H -1.11346 -1.12339 0.21930 0.1 0.4 -1.5
C 3.73373 -1.99955 1.36410 0.0 0.2 -0.2
C 2.37709 -2.30347 1.98214 0.9 0.0 0.2
C 2.36203 -3.61134 2.78650 -0.9 -0.1 -0.3
O 2.30587 -4.71540 1.88673 0.3 0.3 0.6
C 3.54394 -5.41717 1.74648 0.1 -0.3 -0.4
N 1.38402 -2.46149 0.87159 -0.4 -0.3 -0.2
H 4.00789 -2.72304 0.59112 -0.1 0.0 0.1
H 3.73078 -1.01109 0.89717 0.0 0.0 0.0
H 4.51466 -2.00391 2.12768 -0.2 0.0 -0.1
H 2.05172 -1.46131 2.59744 0.0 -0.1 0.0
H 1.44048 -3.64562 3.37713 0.0 -0.1 0.0
H 3.19781 -3.66905 3.48821 0.0 0.1 -0.2
H 4.11808 -5.43429 2.67585 -0.1 0.1 0.0
H 4.13534 -4.96210 0.94894 0.2 -0.1 0.1
H 3.31812 -6.44503 1.45952 -0.1 0.1 0.1
H 1.48495 -1.76354 0.12353 0.0 0.0 0.0
H 0.42084 -2.43798 1.21689 0.1 0.1 -0.1
H 1.51503 -3.40368 0.46865 0.1 0.1 0.1
```
Forces are in eV/Å.

Output
E_HOMO: -12.032 eV
LUMO energy: -3.324 eV
Net charge: +1
Strongest force on any atom: 5.15 eV/Å
Multiplicity: 1
Electronic energy: -1273.948939 Eh
Gap between HOMO and LUMO: 8.71 eV

Which of these has the highest electronic energy?
CH5NO2S2